(1)
Entry from the Open Molecules 2025 dataset: C3H5N3S in the gas phase (ωB97M-V with the def2-TZVPD basis set).

Geometry as XYZ:
```
12
Properties=species:S:1:pos:R:3
C -1.76 -1.07 -0.02
C -1.90 0.19 -0.09
C -0.67 0.91 0.04
H 2.21 0.22 1.24
H -0.23 -1.94 0.98
H -2.66 -1.75 0.18
H -2.75 0.92 -0.11
H -1.02 2.74 0.04
N 0.32 -0.28 0.13
N -0.35 -1.52 -0.14
N -0.27 2.10 0.01
S 2.03 -0.15 -0.12
```

Values from the calculation:
HOMO energy: -8.437 eV
DFT total energy: -679.636218 Ha
SMILES: [H]/N=c1\cc[nH]n1S
LUMO level: 0.66 eV
Total charge: 0

(2)
Entry from the Open Molecules 2025 dataset: C2H4N4O in the gas phase (ωB97M-V with the def2-TZVPD basis set).

Geometry as XYZ:
```
11
Properties=species:S:1:pos:R:3
N 0.97 0.15 -1.06
C -0.12 0.72 0.69
C -0.01 -0.34 -0.30
N -0.72 -1.49 -0.53
O -1.18 0.82 1.52
N 1.29 1.40 -0.54
N 1.03 1.34 0.84
H -1.02 1.59 2.10
H 1.41 -0.22 -1.88
H -0.28 -2.24 -1.03
H -1.37 -1.74 0.19
```

Values from the calculation:
HOMO energy (alpha / beta): -6.989 / -6.990 eV
DFT total energy: -372.742611 Ha
SMILES: Nc1[nH]nnc1O
LUMO level (alpha / beta): 0.60 / 0.60 eV
Total charge: 0